Density functional theory data (ωB97M-V/def2-TZVPD) for a molecular structure, CHClS3.

XYZ file:
```
6
Properties=species:S:1:pos:R:3:forces:R:3
C 0.035 0.095 -0.127 -1.978 -0.494 0.968
S 1.555 -0.194 -0.310 1.556 -1.636 0.358
S -0.606 1.560 -0.667 -1.949 0.880 -0.064
S -1.442 -1.058 0.854 2.800 0.939 -1.095
Cl -0.047 -2.397 1.502 -0.671 0.205 -0.048
H 0.504 1.994 -1.252 0.242 0.108 -0.120
```
Positions in Å, forces in eV/Å.

Summary:
Strongest force on any atom ... 0.0613 hartree/bohr
LUMO level ... -0.5 eV
HOMO-LUMO gap ... 8.80 eV
ΔE to the lowest compared entry with this formula, charge and spin ... 95.4 kJ/mol
E_tot ... -46079.800 eV

=====

Density functional theory data (ωB97M-V/def2-TZVPD) for C4H6N2O in the gas phase.

XYZ file:
```
13
Properties=species:S:1:pos:R:3:forces:R:3
C -2.291 0.236 -0.061 -0.056 0.017 -0.032
C -0.839 -0.022 -0.308 -0.114 -0.133 -0.103
N -0.446 -0.757 -1.317 -0.331 0.191 0.305
O 0.942 -0.881 -1.161 0.331 0.035 0.125
C 1.314 -0.221 -0.062 -0.049 0.025 0.062
N 2.623 -0.343 0.318 -0.032 0.036 -0.020
C 0.241 0.385 0.520 0.046 -0.092 0.030
H -2.911 -0.179 -0.858 0.161 0.069 0.062
H -2.583 -0.235 0.883 0.027 0.083 -0.143
H -2.489 1.308 0.029 0.027 -0.124 -0.041
H 2.943 0.334 0.991 0.055 -0.073 -0.147
H 3.289 -0.613 -0.390 -0.100 0.099 0.038
H 0.206 0.987 1.416 0.035 -0.133 -0.135
```
Positions in Å, forces in eV/Å.

Summary:
SMILES ... Cc1cc(N)on1
Strongest force on any atom ... 0.0095 hartree/bohr
LUMO level ... 0.9 eV
HOMO-LUMO gap ... 9.39 eV
ΔE to the lowest compared entry with this formula, charge and spin ... 156.6 kJ/mol
E_tot ... -9271.879 eV

=====

Density functional theory data (ωB97M-V/def2-TZVPD) for 13 unconnected molecules or ions with the total composition C14H54O20.

XYZ file:
```
88
Properties=species:S:1:pos:R:3:forces:R:3
O 0.214 1.716 -3.390 -0.181 -0.123 -0.065
H 0.419 1.986 -2.480 0.185 0.082 -0.069
H 0.478 2.467 -3.928 -0.001 -0.007 -0.040
O 1.356 2.628 -1.017 0.018 -0.036 -0.003
H 2.121 2.157 -0.664 -0.065 0.120 0.195
H 1.635 3.548 -1.047 0.020 0.012 0.142
O 3.682 0.113 0.793 0.163 -0.272 -0.008
H 4.556 -0.251 0.966 0.012 -0.046 0.070
H 3.391 -0.331 -0.031 -0.070 -0.113 -0.208
O -3.498 -0.250 2.235 -0.364 0.033 0.123
H -4.226 -0.808 2.516 0.022 -0.155 0.103
H -3.908 0.457 1.714 0.351 0.064 -0.343
O -3.261 -2.586 -3.339 0.031 -0.340 0.036
H -2.850 -2.320 -2.511 0.065 0.258 0.014
H -4.186 -2.351 -3.230 -0.013 0.131 -0.025
O -0.778 -0.393 5.250 0.166 -0.011 -0.036
H -1.580 0.129 5.189 -0.090 0.043 -0.082
H -0.299 -0.196 4.432 -0.081 -0.072 0.000
C -2.057 3.359 2.984 -0.233 -0.602 1.075
C -1.897 4.560 2.073 0.275 0.211 -0.322
O -2.860 5.593 2.259 -0.651 -0.683 0.715
O -1.796 3.680 4.359 0.268 0.662 -0.360
H -1.370 2.557 2.689 0.361 0.350 -0.372
H -3.014 2.840 2.935 -0.455 0.534 -0.380
H -1.957 4.179 1.050 0.015 -0.121 -0.122
H -0.891 4.968 2.205 0.075 -0.082 0.129
H -2.691 6.391 1.755 0.467 -0.219 -0.166
H -2.203 3.047 4.953 -0.085 -0.124 -0.211
C -0.238 -4.007 -4.110 1.504 -0.296 0.831
C 0.369 -2.968 -3.115 -0.969 -0.259 -1.257
O 1.821 -2.910 -3.150 -1.403 -0.345 0.387
O 0.227 -3.699 -5.417 -0.526 0.101 0.211
H -1.311 -4.165 -3.960 -0.191 0.942 -0.392
H 0.136 -5.000 -3.829 0.440 -0.106 0.122
H -0.076 -3.175 -2.138 0.543 -0.082 0.217
H -0.005 -1.985 -3.398 0.251 0.114 -0.048
H 2.093 -3.829 -3.057 0.378 -0.017 -0.017
H 0.107 -4.470 -5.978 -0.072 0.028 -0.038
C 2.601 1.885 3.532 -1.561 0.133 -0.870
C 3.643 2.716 2.821 -0.259 -0.172 0.502
O 3.471 2.732 1.384 0.291 0.141 1.332
O 2.782 0.500 3.468 0.457 -0.610 0.413
H 1.654 2.104 3.023 -0.216 0.315 -0.030
H 2.404 2.179 4.563 0.592 -0.101 0.124
H 4.604 2.275 3.096 0.324 0.312 -0.152
H 3.539 3.702 3.276 0.309 0.317 -0.645
H 3.744 1.829 1.165 -0.173 -0.007 -0.613
H 2.804 0.227 2.543 0.009 -0.009 -0.044
C -3.785 2.362 -0.859 -2.136 1.568 -0.030
C -2.778 1.613 -1.669 0.222 -0.394 1.114
O -3.080 0.231 -1.683 -0.294 0.308 -0.421
O -3.945 1.973 0.496 0.673 -0.833 0.882
H -4.810 2.335 -1.239 0.146 -0.510 -0.883
H -3.615 3.444 -0.836 0.749 0.072 -0.340
H -1.823 1.784 -1.165 0.228 -0.010 -0.342
H -2.730 2.054 -2.669 -0.013 -0.209 0.000
H -2.397 -0.271 -1.216 0.079 -0.063 0.047
H -4.807 2.285 0.779 0.028 0.153 0.019
C 0.296 -4.192 1.545 -0.292 0.359 -0.897
C -1.150 -4.516 1.200 -1.438 0.084 0.767
O -1.970 -3.289 1.172 1.322 -0.209 0.172
O 0.362 -3.483 2.776 -0.140 -0.187 -1.380
H 0.685 -3.691 0.645 0.269 0.899 0.355
H 0.950 -5.063 1.557 -0.444 -0.353 0.538
H -1.535 -5.107 2.029 -0.138 -0.370 -0.157
H -1.359 -4.976 0.233 0.677 -0.460 0.086
H -2.905 -3.505 1.223 0.121 -0.149 0.000
H -0.240 -2.739 2.611 0.217 0.262 0.589
C 4.176 -0.413 -3.685 -0.052 -0.094 0.692
C 3.308 0.149 -2.554 0.740 -0.972 -1.249
O 3.165 -0.928 -1.638 -0.665 0.459 1.136
O 5.577 -0.398 -3.302 -0.682 0.810 -0.973
H 3.801 0.098 -4.581 1.583 0.493 -0.319
H 3.923 -1.451 -3.907 -0.416 -0.033 0.322
H 2.394 0.535 -3.015 -0.415 -0.336 0.483
H 3.802 0.986 -2.057 0.171 -0.177 0.040
H 2.549 -1.578 -2.011 0.076 -0.148 -0.157
H 5.811 -1.252 -2.931 -0.264 -0.035 -0.083
C -0.381 0.367 0.896 -0.298 0.413 1.775
C -0.038 -0.628 -0.189 0.706 0.329 -0.056
O -1.126 -1.415 -0.619 -0.177 0.096 -0.261
O -0.760 -0.213 2.153 0.245 -0.730 -0.235
H -1.186 1.072 0.674 -0.028 -0.159 -0.794
H 0.445 1.012 1.205 0.452 -0.162 -0.695
H 0.730 -1.340 0.118 0.355 0.316 0.462
H 0.394 -0.085 -1.035 -0.234 0.021 -0.185
H -1.144 -2.173 -0.017 -0.827 0.015 0.123
H -1.705 -0.432 2.124 -0.042 0.043 0.029
```
Positions in Å, forces in eV/Å.

Summary:
Strongest force on any atom ... 0.0515 hartree/bohr
LUMO level ... 0.0 eV
HOMO-LUMO gap ... 9.39 eV
ΔE to the lowest compared entry with this formula, charge and spin ... 75.3 kJ/mol
E_tot ... -56340.234 eV

=====

Density functional theory data (ωB97M-V/def2-TZVPD) for a molecular structure, C6H6.

XYZ file:
```
12
Properties=species:S:1:pos:R:3:forces:R:3
C 1.406 -0.271 0.022 -0.642 -0.388 -0.785
C 2.592 -0.787 0.009 0.184 -0.355 -0.110
C -0.034 1.240 0.520 -0.845 -0.183 -1.504
C 1.017 1.081 -0.592 -0.004 0.170 1.541
C -0.015 -0.288 0.465 1.260 1.083 0.764
C -1.074 -1.177 -0.042 -0.112 -0.322 0.410
H 0.390 1.647 1.438 0.048 -0.108 -0.013
H -0.966 1.749 0.267 0.060 -0.032 0.015
H 0.724 1.080 -1.630 0.177 0.276 -0.191
H -2.036 -0.666 -0.062 0.027 -0.032 0.027
H -1.145 -2.028 0.639 -0.215 -0.196 -0.126
H -0.859 -1.581 -1.034 0.061 0.088 -0.029
```
Positions in Å, forces in eV/Å.

Summary:
Strongest force on any atom ... 0.0356 hartree/bohr
LUMO level (spin up / spin down) ... -0.6 / -1.3 eV
HOMO-LUMO gap (spin up / spin down) ... 6.39 / 8.94 eV
ΔE to the lowest compared entry with this formula, charge and spin ... 229.6 kJ/mol
2S+1 ... 3
E_tot ... -6310.489 eV

=====

Density functional theory data (ωB97M-V/def2-TZVPD) for 9 unconnected molecules or ions with the total composition C9H36N18O9.

XYZ file:
```
72
Properties=species:S:1:pos:R:3:forces:R:3
C 3.548 -5.201 -0.207 2.318 -2.816 2.659
O 2.614 -4.726 -0.739 -2.235 1.426 -1.818
N 3.837 -4.976 1.182 0.507 -0.544 -2.110
N 4.349 -6.201 -0.814 -0.970 2.095 1.877
H 3.376 -4.159 1.557 -0.042 0.079 -0.220
H 4.839 -4.906 1.209 0.365 0.136 0.853
H 5.028 -6.769 -0.372 0.372 -0.133 0.618
H 4.214 -6.318 -1.765 -0.332 -0.278 -1.840
C 0.086 -3.019 -2.999 -0.248 0.965 -0.561
O -0.718 -3.694 -2.363 -0.197 -0.668 -0.040
N 1.343 -2.842 -2.507 0.189 -1.522 0.610
N -0.257 -2.403 -4.194 -1.212 -0.624 0.802
H 1.947 -2.130 -2.895 0.168 -0.524 -0.234
H 1.665 -3.740 -2.020 0.075 2.157 -0.653
H 0.300 -1.618 -4.517 -0.150 -0.015 0.037
H -1.290 -2.429 -4.357 1.667 0.319 0.073
C -0.400 2.657 4.089 -0.330 -0.027 1.991
O 0.693 2.986 4.519 1.802 -0.024 -0.137
N -0.780 1.338 4.076 -0.951 0.053 -1.354
N -1.314 3.629 3.984 -1.879 0.417 -1.037
H -1.594 1.166 3.478 0.363 -0.058 0.352
H -0.013 0.728 3.839 0.100 -0.157 -0.068
H -0.980 4.528 4.160 1.044 1.219 0.447
H -2.235 3.692 3.572 -0.057 -1.346 -0.121
C -0.482 3.226 -0.315 -2.231 0.501 -2.678
O -1.141 3.513 -1.348 -0.643 -1.536 0.627
N 0.467 4.096 -0.062 1.753 -0.135 2.374
N -0.731 2.123 0.522 1.295 1.060 -0.993
H 0.616 4.884 -0.647 -0.247 0.177 -0.453
H 1.000 4.033 0.781 0.515 -0.003 0.383
H 0.190 1.742 0.721 -0.118 -0.521 0.632
H -1.296 1.437 0.028 0.251 0.076 0.076
C 1.037 -1.303 0.993 1.025 1.853 0.311
O 0.865 -0.569 1.959 0.066 0.753 1.290
N 1.883 -0.908 -0.001 0.212 0.690 0.537
N 0.461 -2.500 0.973 0.367 -1.064 -3.923
H 1.787 -1.351 -0.866 0.093 -0.708 -1.395
H 2.349 0.014 0.019 -0.779 -0.737 0.311
H 0.382 -3.017 0.065 0.103 0.312 1.686
H 0.170 -2.816 1.841 -1.030 -0.826 1.310
C 2.978 2.498 2.245 -0.296 -0.212 -0.310
O 3.234 2.291 1.075 0.323 -0.845 -1.963
N 2.850 3.776 2.612 0.262 3.183 1.302
N 2.804 1.519 3.111 -0.354 -1.132 2.648
H 3.433 4.334 1.982 -0.608 0.084 0.616
H 2.585 4.182 3.538 0.379 -1.167 -1.262
H 2.559 1.703 4.097 -0.050 0.127 -1.181
H 2.453 0.655 2.735 -0.011 -0.275 -0.168
C -3.729 1.798 1.944 -0.220 0.959 3.119
O -3.833 2.627 2.923 0.344 -1.926 -3.252
N -3.643 2.139 0.625 -0.125 0.286 -0.621
N -3.710 0.461 2.170 0.331 -1.700 -1.316
H -3.336 1.562 -0.177 -0.416 -0.119 1.408
H -3.353 3.082 0.507 0.019 0.822 -0.125
H -3.544 -0.137 1.352 -0.112 0.416 0.484
H -3.776 -0.076 3.029 -0.126 1.170 0.011
C -3.458 -1.248 -1.749 -2.096 0.434 0.041
O -2.806 -0.679 -0.888 0.918 -0.122 0.021
N -3.125 -2.389 -2.433 0.685 1.624 2.022
N -4.761 -0.740 -2.004 1.784 -0.082 0.537
H -2.343 -2.961 -2.059 -0.507 0.190 -0.949
H -3.728 -2.615 -3.175 -0.377 -0.912 -0.744
H -4.906 0.256 -1.920 0.182 -0.181 0.187
H -5.302 -1.179 -2.688 -0.882 -0.583 -1.103
C 0.486 1.025 -3.592 -2.070 2.187 1.278
O 1.314 0.202 -3.876 1.375 -1.127 -0.795
N 0.666 2.421 -3.684 -2.257 -2.350 1.091
N -0.741 0.648 -3.045 -1.253 0.764 -0.102
H 0.001 3.002 -3.131 1.135 -0.266 -0.749
H 1.478 2.691 -4.168 0.796 0.763 -0.193
H -1.565 1.291 -2.994 1.587 -0.644 -0.018
H -1.000 -0.335 -2.940 0.644 0.613 -0.135
```
Positions in Å, forces in eV/Å.

Summary:
SMILES ... NC(N)=O.NC(N)=O.NC(N)=O.NC(N)=O.NC(N)=O.NC(N)=O.NC(N)=O.NC(N)=O.NC(N)=O
Strongest force on any atom ... 0.0878 hartree/bohr
LUMO level ... 0.3 eV
HOMO-LUMO gap ... 9.42 eV
ΔE to the lowest compared entry with this formula, charge and spin ... 133.0 kJ/mol
E_tot ... -55175.756 eV

=====

Density functional theory data (ωB97M-V/def2-TZVPD) for 2 unconnected molecules or ions with the total composition CH8N2S2.

XYZ file:
```
13
Properties=species:S:1:pos:R:3:forces:R:3
S 2.438 -1.497 2.079 -0.479 -2.437 3.496
S 2.362 0.271 0.875 -0.803 3.047 -1.371
H 3.108 -2.159 1.230 1.102 -1.252 -1.403
H 1.263 0.361 1.667 0.258 0.715 -0.740
N -0.861 1.466 -0.235 -1.769 1.046 1.949
C -1.070 -0.001 -0.292 -2.349 0.334 -1.461
N -1.099 -0.615 -1.646 -0.895 0.043 1.371
H 0.034 1.937 -0.448 -0.328 -1.395 0.368
H -1.213 1.829 0.729 1.053 -0.839 -2.357
H -0.462 -0.551 0.361 1.286 -0.769 0.647
H -2.170 -0.253 0.024 1.890 0.971 -0.043
H -1.976 -0.341 -2.063 0.202 0.091 -0.353
H -0.353 -0.447 -2.279 0.831 0.445 -0.104
```
Positions in Å, forces in eV/Å.

Summary:
Total charge ... -1
Strongest force on any atom ... 0.0834 hartree/bohr
LUMO level (spin up / spin down) ... 3.9 / 3.9 eV
HOMO-LUMO gap (spin up / spin down) ... 3.97 / 7.02 eV
ΔE to the lowest compared entry with this formula, charge and spin ... 122.6 kJ/mol
2S+1 ... 2
E_tot ... -25816.044 eV

=====

Q: Among the records above, which one has the lowest strongest force on any atom?
A: C4H6N2O

=====

Q: The highest E_tot belongs to which entry?
A: C6H6

=====

Q: Which value of E_tot does entry 5 give?
A: -55175.756 eV